Here is 8 unconnected molecules or ions with the total composition C48H120O32P8 in a non-equilibrium geometry from the OMol25 dataset. Energies are from ωB97M-V/def2-TZVPD.

Last column: Löwdin charge in e.
Positions of all 208 atoms, in Å:
C  -3.261  3.165  3.345  -0.084
C  -2.267  4.223  3.475  -0.292
O  -2.231  4.689  4.807  -0.220
P  -1.228  4.103  5.984  0.535
O  -0.012  3.389  5.534  -0.242
O  -2.127  2.980  6.794  -0.227
C  -3.336  3.347  7.538  -0.234
C  -3.793  2.053  8.205  -0.081
O  -1.073  5.468  6.879  -0.213
C  -2.028  6.508  6.857  -0.266
C  -1.286  7.516  5.915  -0.066
H  -4.239  3.623  3.491  0.080
H  -3.295  2.675  2.372  0.085
H  -3.285  2.311  4.022  0.078
H  -1.362  3.864  2.985  0.112
H  -2.513  5.167  2.988  0.130
H  -2.908  4.033  8.269  0.118
H  -4.139  3.547  6.828  0.118
H  -3.672  1.155  7.599  0.073
H  -3.178  1.861  9.084  0.076
H  -4.853  1.970  8.442  0.075
H  -3.003  6.221  6.461  0.111
H  -1.956  7.030  7.811  0.118
H  -1.863  8.431  5.783  0.072
H  -0.429  7.837  6.506  0.075
H  -0.990  7.046  4.977  0.075
C  -0.939  2.623  -5.650  -0.072
C  -0.158  3.687  -4.959  -0.305
O  -0.168  4.862  -5.764  -0.187
P  -1.174  6.126  -5.455  0.554
O  -1.179  6.482  -3.996  -0.246
O  -0.494  7.308  -6.411  -0.212
C  -1.133  8.511  -6.624  -0.266
C  -1.627  8.306  -8.122  -0.052
O  -2.584  5.848  -6.149  -0.164
C  -3.707  6.056  -5.410  -0.314
C  -4.543  7.284  -5.893  -0.051
H  -1.147  1.776  -4.996  0.081
H  -1.799  3.143  -6.072  0.078
H  -0.268  2.176  -6.384  0.081
H  -0.686  3.936  -4.039  0.112
H  0.794  3.208  -4.732  0.116
H  -1.992  8.622  -5.962  0.087
H  -0.460  9.344  -6.421  0.123
H  -1.835  7.282  -8.432  0.074
H  -2.387  9.061  -8.323  0.068
H  -0.756  8.534  -8.738  0.064
H  -4.325  5.174  -5.575  0.117
H  -3.592  6.007  -4.327  0.115
H  -4.149  8.258  -5.604  0.065
H  -4.799  7.246  -6.952  0.076
H  -5.541  7.193  -5.463  0.071
C  1.252  1.695  2.173  -0.067
C  0.394  0.502  2.466  -0.271
O  -0.759  0.336  1.635  -0.177
P  -0.689  -0.314  0.160  0.531
O  -1.736  0.148  -0.829  -0.266
O  0.865  -0.103  -0.338  -0.219
C  1.185  0.014  -1.778  -0.235
C  1.308  1.481  -1.998  -0.072
O  -0.690  -1.926  0.451  -0.206
C  -1.771  -2.731  0.842  -0.273
C  -2.402  -3.420  -0.383  -0.071
H  2.184  1.637  2.735  0.080
H  1.539  1.834  1.131  0.057
H  0.833  2.636  2.532  0.067
H  1.011  -0.394  2.531  0.118
H  0.096  0.701  3.495  0.116
H  2.116  -0.524  -1.954  0.099
H  0.374  -0.357  -2.404  0.106
H  0.282  1.803  -2.178  0.081
H  1.678  1.982  -1.104  0.074
H  2.045  1.568  -2.797  0.084
H  -1.453  -3.521  1.523  0.118
H  -2.572  -2.147  1.294  0.112
H  -1.859  -4.351  -0.540  0.056
H  -3.474  -3.614  -0.330  0.077
H  -2.372  -2.926  -1.354  0.069
C  2.101  9.962  -1.761  -0.068
C  3.422  9.673  -1.064  -0.298
O  3.816  8.364  -1.273  -0.186
P  3.286  7.155  -0.345  0.491
O  1.996  7.493  0.250  -0.213
O  3.381  5.853  -1.361  -0.177
C  2.316  5.349  -2.130  -0.251
C  1.839  6.386  -3.205  -0.042
O  4.442  6.860  0.724  -0.138
C  4.743  7.762  1.704  -0.359
C  6.117  8.250  1.762  -0.081
H  2.260  10.136  -2.825  0.080
H  1.359  9.169  -1.665  0.059
H  1.486  10.750  -1.328  0.077
H  4.218  10.251  -1.533  0.119
H  3.512  9.913  -0.005  0.107
H  2.683  4.410  -2.545  0.107
H  1.453  5.029  -1.546  0.114
H  1.071  6.038  -3.895  0.030
H  1.689  7.358  -2.735  0.047
H  2.616  6.683  -3.911  0.080
H  4.057  8.606  1.776  0.114
H  4.541  7.326  2.683  0.127
H  6.877  7.479  1.639  0.084
H  6.333  9.119  1.141  0.079
H  6.390  8.590  2.761  0.082
C  4.096  -3.669  0.392  -0.037
C  3.408  -2.658  -0.595  -0.268
O  4.107  -2.652  -1.812  -0.205
P  3.471  -3.476  -3.106  0.519
O  4.421  -3.684  -4.231  -0.227
O  2.094  -2.770  -3.434  -0.182
C  1.231  -3.441  -4.311  -0.300
C  -0.171  -3.389  -3.939  -0.048
O  2.879  -4.863  -2.445  -0.220
C  3.658  -5.997  -2.214  -0.293
C  3.090  -7.037  -3.192  -0.068
H  5.177  -3.552  0.457  0.082
H  3.560  -3.716  1.340  0.072
H  3.975  -4.707  0.083  0.041
H  2.345  -2.875  -0.697  0.110
H  3.323  -1.648  -0.192  0.100
H  1.482  -2.838  -5.183  0.134
H  1.559  -4.474  -4.428  0.113
H  -0.271  -2.735  -3.073  0.082
H  -0.707  -2.983  -4.797  0.089
H  -0.717  -4.315  -3.759  0.057
H  4.675  -5.768  -2.530  0.120
H  3.563  -6.425  -1.216  0.113
H  2.092  -7.347  -2.880  0.074
H  3.150  -6.682  -4.220  0.080
H  3.729  -7.906  -3.036  0.074
C  6.600  -0.956  -2.778  -0.053
C  6.383  0.151  -1.789  -0.335
O  6.230  -0.501  -0.598  -0.172
P  5.712  0.278  0.742  0.543
O  4.675  1.323  0.510  -0.242
O  5.236  -0.837  1.841  -0.204
C  5.197  -0.685  3.209  -0.277
C  5.328  -2.037  4.035  -0.023
O  7.090  0.849  1.381  -0.184
C  7.163  2.180  1.817  -0.301
C  8.324  2.944  1.152  -0.062
H  6.392  -0.462  -3.728  0.084
H  7.625  -1.302  -2.644  0.086
H  5.889  -1.780  -2.725  0.048
H  7.157  0.911  -1.677  0.121
H  5.584  0.794  -2.159  0.115
H  5.973  0.057  3.396  0.098
H  4.338  -0.035  3.379  0.110
H  6.346  -2.354  3.812  0.068
H  5.343  -1.849  5.109  0.074
H  4.716  -2.844  3.632  0.062
H  6.322  2.815  1.540  0.107
H  7.216  2.160  2.906  0.115
H  8.648  3.737  1.825  0.075
H  9.096  2.231  0.863  0.074
H  8.028  3.359  0.188  0.072
C  -2.520  -6.436  -2.711  -0.111
C  -2.731  -7.763  -3.339  -0.217
O  -4.047  -7.736  -4.046  -0.206
P  -5.240  -8.850  -3.849  0.524
O  -5.510  -9.414  -2.493  -0.249
O  -6.584  -8.236  -4.561  -0.174
C  -6.693  -7.135  -5.385  -0.319
C  -5.791  -7.200  -6.605  -0.078
O  -4.988  -9.979  -4.987  -0.212
C  -5.521  -11.299  -4.881  -0.273
C  -4.417  -12.208  -4.363  -0.083
H  -2.445  -5.630  -3.441  0.071
H  -3.295  -6.350  -1.949  0.087
H  -1.611  -6.399  -2.110  0.081
H  -1.972  -7.722  -4.121  0.125
H  -2.799  -8.427  -2.477  0.124
H  -7.685  -7.011  -5.818  0.114
H  -6.584  -6.218  -4.806  0.117
H  -4.868  -6.651  -6.423  0.072
H  -5.772  -8.253  -6.887  0.082
H  -6.261  -6.703  -7.453  0.072
H  -6.337  -11.283  -4.158  0.110
H  -5.949  -11.735  -5.783  0.118
H  -4.187  -11.983  -3.322  0.071
H  -4.627  -13.267  -4.217  0.073
H  -3.540  -12.106  -5.003  0.077
C  -2.300  -1.704  4.770  -0.021
C  -3.248  -2.997  5.038  -0.231
O  -2.496  -3.957  5.773  -0.206
P  -3.365  -5.140  6.446  0.498
O  -4.480  -5.776  5.642  -0.248
O  -2.043  -5.980  6.914  -0.205
C  -1.559  -7.077  6.106  -0.245
C  -2.434  -8.376  6.274  -0.070
O  -3.755  -4.491  7.880  -0.183
C  -4.837  -4.936  8.714  -0.258
C  -4.795  -6.411  9.119  -0.058
H  -1.571  -1.785  3.964  0.050
H  -2.852  -0.814  4.468  0.058
H  -1.818  -1.431  5.709  0.071
H  -4.223  -2.843  5.501  0.104
H  -3.590  -3.633  4.221  0.099
H  -1.624  -6.638  5.111  0.101
H  -0.530  -7.435  6.090  0.111
H  -2.430  -8.594  7.342  0.074
H  -3.342  -8.383  5.672  0.071
H  -1.811  -9.162  5.847  0.062
H  -4.789  -4.324  9.615  0.111
H  -5.818  -4.636  8.346  0.112
H  -4.563  -6.483  10.182  0.075
H  -5.821  -6.747  8.969  0.076
H  -4.177  -7.029  8.468  0.057

Atomic forces in eV per Å
-2.793 -1.076 -0.633
0.843 0.554 -0.741
1.900 -0.524 2.532
-0.984 -0.675 -0.472
-0.976 1.355 0.421
0.504 1.613 -0.795
0.911 -2.126 -0.459
0.369 -0.717 0.605
0.044 -3.734 -0.109
1.645 2.198 -1.828
-0.944 0.313 0.924
-0.331 -0.097 -0.071
0.240 0.365 -0.300
0.881 0.274 0.506
0.797 0.297 0.908
-0.379 -0.421 -0.728
-1.298 0.658 -0.062
0.265 1.319 0.107
0.428 0.310 -0.598
-0.252 -0.013 0.205
-0.017 0.743 0.346
0.041 -0.037 0.524
-0.884 -0.664 0.322
-0.199 -0.051 -0.413
0.346 -0.185 -0.379
-0.105 0.216 0.094
0.363 -0.415 -0.570
-1.407 -0.441 1.373
-0.429 2.054 -0.850
2.982 1.214 0.992
-0.872 -0.623 -2.274
1.075 -4.077 2.502
-2.172 -0.610 -1.936
1.230 2.054 0.717
3.115 -0.135 -0.529
-4.110 0.223 0.578
-0.197 -0.808 0.532
-0.526 0.292 0.262
-0.288 -0.847 -0.226
-0.447 0.200 -0.693
0.409 0.006 0.385
0.635 1.266 -0.082
-0.069 0.133 0.116
0.074 -0.071 -0.432
-0.669 0.116 0.788
-0.267 -0.376 -0.445
0.026 0.317 -0.180
-0.288 -0.070 -0.284
0.635 0.654 -0.021
0.146 -0.121 -0.124
0.708 -0.004 -0.204
0.036 0.049 0.519
0.639 1.072 -0.579
0.928 0.220 1.141
-0.065 -0.143 -1.364
0.023 -0.357 -1.401
1.872 -0.810 2.179
-2.051 -1.084 0.483
-0.275 0.042 1.349
0.157 -0.017 -0.193
1.260 1.427 -0.201
-2.014 0.092 -1.186
0.233 -0.660 -0.578
0.083 -0.366 0.033
-0.073 -0.240 0.039
-0.453 -0.061 -0.096
-0.192 -0.296 -0.522
-0.868 -0.422 -0.053
-0.205 -0.137 0.229
0.094 -0.466 0.212
0.302 0.702 -0.454
0.199 -0.077 -0.150
-0.398 0.810 -0.373
0.313 0.377 0.152
0.236 0.223 0.433
-0.256 -0.250 -0.098
0.027 -0.289 0.766
0.593 0.774 0.300
-0.924 0.016 0.239
-0.073 1.515 -0.043
0.766 -2.855 0.044
0.074 -0.762 -1.647
-0.332 -0.281 0.210
1.067 2.117 2.576
-1.333 0.478 -1.585
1.439 -0.335 -0.053
-0.558 -1.581 -2.698
-1.250 1.238 3.011
2.397 0.749 0.140
-0.026 0.113 0.058
0.515 -0.566 0.036
0.654 0.669 -0.004
-0.075 0.258 -0.092
-0.686 0.130 0.107
0.234 0.202 -0.337
0.017 0.405 0.510
-0.349 0.116 0.925
-1.008 -0.314 0.159
0.780 -0.528 0.086
-0.256 0.190 -0.671
-0.086 -0.740 -0.030
-0.146 -0.181 -0.635
0.041 -0.273 -0.467
-0.571 0.180 0.302
-0.891 -0.059 -0.736
-0.311 -0.863 2.085
-0.850 -0.857 -3.047
0.956 -1.018 1.435
-1.017 0.444 1.545
1.481 0.481 2.605
1.735 -0.614 -2.111
-2.218 0.717 0.146
-0.394 2.846 0.214
-0.112 -1.270 -2.180
0.973 -0.470 1.010
-0.173 0.579 0.359
0.377 0.696 0.317
-0.158 0.065 -0.679
-0.052 -0.614 -0.356
0.847 0.176 0.044
-0.778 -0.763 -0.861
0.150 0.039 -0.315
-0.381 0.062 -0.047
-0.264 0.443 0.224
0.667 -0.251 0.368
0.294 -0.265 0.551
0.141 0.677 0.223
-0.146 0.265 -0.267
-0.129 -0.115 0.100
-0.018 -0.349 -0.501
0.529 0.849 -0.860
-0.123 1.022 -1.696
-1.749 -0.550 5.078
-0.538 0.516 0.456
1.141 -1.191 0.014
0.813 -0.958 -4.461
-0.049 1.296 1.752
1.238 1.641 -1.794
-1.097 -1.053 -0.998
0.393 2.086 -0.005
-0.120 -0.993 -0.079
0.707 -0.420 -0.550
-0.068 -0.278 -0.567
0.184 0.339 0.479
0.841 -0.367 -0.336
-1.003 -0.329 0.721
0.730 -0.534 0.991
-0.764 -0.706 0.670
0.180 -0.174 0.008
-0.699 -0.110 -0.136
-0.498 0.331 0.485
-0.702 -0.739 0.181
0.299 0.093 0.024
0.313 -0.085 -0.218
0.476 0.162 0.578
-0.330 0.250 0.151
-0.436 0.814 1.164
-0.981 1.061 -0.399
-1.095 -1.448 0.410
-0.863 -0.493 -0.586
0.739 1.084 -1.722
1.003 -0.881 2.063
-0.183 1.971 -1.245
-0.349 0.537 -0.113
0.840 0.610 -0.011
-0.157 -1.080 1.618
0.288 -0.234 0.658
-0.505 0.091 0.202
-0.302 0.866 -0.246
0.360 -0.348 -0.245
-0.019 -1.785 0.024
0.540 -0.977 -0.884
-0.506 -0.856 0.634
0.432 0.120 0.067
0.397 -0.843 -0.154
0.874 0.067 -0.011
-0.164 0.192 0.059
-0.088 -0.001 0.055
0.295 0.894 -0.557
0.351 0.783 -0.098
-0.602 -0.139 -0.852
0.097 -0.037 0.176
-1.633 -0.993 0.232
0.624 0.605 -1.252
-0.671 -0.656 1.039
0.665 -0.473 0.554
2.390 1.263 1.616
-0.461 -0.780 0.509
-2.213 -0.549 -1.901
1.931 0.847 -0.716
-0.169 -0.311 -1.249
-0.038 0.269 0.604
-0.917 0.474 -0.319
0.110 -0.737 0.220
-0.561 -0.171 0.117
0.121 -0.280 -0.041
0.257 0.992 0.666
0.330 0.966 -1.219
-0.224 -0.635 -0.572
0.378 1.050 1.602
-0.863 -0.005 -0.054
-0.310 0.279 0.832
0.019 -0.241 -0.100
0.555 0.064 0.013
0.164 -0.262 -0.886
0.327 -0.371 -0.239
0.034 -0.427 0.216
0.187 0.130 0.277

As for the total energy: -7039.91699 Ha. The energy above the lowest of the compared OMol25 structures with the same formula, charge and spin comes out at 203.6 kcal/mol. The spin multiplicity is 1. The LUMO energy comes out at 0.01463 hartree. The calculation puts the gap between HOMO and LUMO at 10.612 eV. The value obtained for the strongest force on any atom is 0.105 Eh/bohr.